Computed, not measured: an isolated ion of composition C5H12N2O and charge +1, with the ωB97M-V functional and the def2-TZVPD basis.

- multiplicity = 2
- energy relative to the best compared isomer or geometry (same formula, charge and spin) (kJ/mol) = 125.2
- charge = +1
- HOMO energy (spin up / spin down) (eV) = -13.4 / -13.0

XYZ file:
```
20
Properties=species:S:1:pos:R:3:forces:R:3
O -2.260 -0.930 1.817 -0.35 0.14 -0.48
C -1.165 -1.113 1.357 0.99 0.42 0.85
N -0.730 -0.153 0.390 -0.07 -0.79 -0.49
C 0.403 -0.318 -0.479 -0.52 0.41 -0.25
C 0.356 0.513 -1.752 0.36 1.39 -0.21
C 0.802 1.981 -1.482 2.04 -0.86 0.26
N 2.279 2.046 -1.356 -0.41 -0.20 -0.21
C -0.258 -2.180 1.884 0.17 -0.69 0.76
H -1.462 0.526 0.170 0.14 0.15 0.03
H 0.542 -1.374 -0.728 -0.09 -0.16 0.40
H 1.276 -0.019 0.143 0.03 -0.14 -0.19
H 1.038 0.028 -2.466 -0.32 0.29 0.07
H -0.610 0.667 -2.229 -0.40 -0.94 0.19
H 0.548 2.698 -2.251 -0.69 -0.10 -0.07
H 0.378 2.267 -0.513 -0.29 0.30 -0.10
H 2.694 1.128 -1.451 0.06 -0.07 0.21
H 2.686 2.565 -2.125 -0.04 0.30 0.21
H -0.140 -1.992 2.965 -0.38 0.05 -0.31
H 0.771 -2.383 1.569 -0.42 0.54 -0.74
H -0.846 -3.098 1.803 0.19 -0.05 0.08
```
Positions in Å, forces in eV/Å.

Mulliken atomic charge list, values in e, 6 entries:
1 O -0.397
2 C 0.429
3 N 0.100
4 C -0.464
5 C -0.876
6 C -0.455

=====

Computed, not measured: C12H36AsF6O6S6 as an isolated structure, with the ωB97M-V functional and the def2-TZVPD basis.

- multiplicity = 1
- charge = -1
- HOMO energy (eV) = -6.5

XYZ file:
```
67
Properties=species:S:1:pos:R:3:forces:R:3
As -0.496 0.933 -1.104 0.39 0.36 -0.10
F -0.254 -0.608 -0.303 0.07 0.11 -0.01
F -1.764 1.333 0.022 -0.03 -0.07 0.07
F -0.707 2.439 -1.928 -0.31 0.04 0.06
F 0.770 0.572 -2.239 -0.06 -0.20 0.16
F -1.677 0.136 -2.106 0.11 0.18 -0.23
F 0.659 1.680 -0.037 -0.09 -0.19 -0.01
C -3.093 -2.587 -2.516 0.61 0.36 0.01
S -4.377 -2.635 -1.255 0.03 0.05 0.06
O -3.991 -3.747 -0.335 -0.07 0.05 -0.03
C -3.921 -1.094 -0.428 -0.48 -0.04 -0.80
H -3.199 -3.453 -3.164 -0.11 -0.07 0.06
H -2.113 -2.597 -2.032 -0.12 -0.23 0.19
H -3.086 -1.665 -3.099 -0.45 -0.04 0.00
H -2.959 -1.290 0.038 0.01 0.37 0.19
H -4.725 -0.769 0.229 0.16 -0.45 0.43
H -3.883 -0.328 -1.202 0.45 0.00 0.02
C 4.892 -3.658 -0.150 0.01 -0.11 -0.22
S 3.963 -2.137 0.143 -0.08 0.18 -0.13
O 4.197 -1.334 -1.100 -0.09 -0.04 0.40
C 2.318 -2.843 -0.024 -0.37 0.00 -0.41
H 5.847 -3.599 0.365 0.01 -0.02 0.02
H 5.045 -3.653 -1.230 -0.02 -0.05 0.01
H 4.349 -4.561 0.126 -0.02 0.09 0.20
H 1.966 -3.395 0.847 0.43 -0.13 0.10
H 2.329 -3.458 -0.927 -0.08 -0.06 0.07
H 1.607 -2.026 -0.164 0.26 0.17 -0.01
C -0.986 -2.865 1.927 0.06 -0.61 0.32
S -1.143 -1.928 3.483 0.09 0.21 -0.28
O -0.161 -2.538 4.439 -0.17 0.09 -0.16
C -0.380 -0.368 2.947 -0.40 0.40 0.99
H -0.426 -2.356 1.149 0.08 0.09 0.10
H -1.941 -3.218 1.536 -0.17 0.36 0.11
H -0.471 -3.758 2.292 0.19 0.09 -0.22
H -0.730 0.400 3.644 -0.17 -0.14 0.00
H -0.673 -0.047 1.953 0.28 -0.24 -0.20
H 0.683 -0.443 3.172 0.13 -0.26 -0.64
C -3.067 2.263 4.286 0.79 -0.24 0.34
S -4.128 1.335 3.162 -0.10 0.45 0.33
O -5.454 1.286 3.853 0.20 -0.13 -0.21
C -4.269 2.624 1.923 -0.25 -0.16 -0.76
H -3.634 3.036 4.800 -0.21 0.02 -0.20
H -2.186 2.684 3.796 -0.22 0.04 -0.29
H -2.667 1.572 5.032 -0.29 -0.08 0.00
H -3.366 2.758 1.324 0.24 -0.01 0.42
H -4.624 3.546 2.377 0.05 0.02 0.07
H -5.007 2.261 1.201 -0.16 0.04 0.23
C 3.157 -1.120 -4.034 0.20 -0.91 -0.72
S 2.130 -2.609 -4.340 -0.09 0.24 0.14
O 2.796 -3.765 -3.655 0.02 0.16 0.00
C 0.732 -2.196 -3.258 0.38 -0.74 -0.14
H 4.146 -1.549 -3.867 -0.10 0.05 0.55
H 2.771 -0.549 -3.199 0.23 0.21 0.00
H 3.274 -0.593 -4.982 -0.52 0.34 0.14
H 1.158 -1.847 -2.324 -0.25 0.24 -0.01
H 0.265 -3.169 -3.097 -0.08 0.04 -0.02
H 0.013 -1.517 -3.707 0.17 0.27 0.03
C 3.600 6.337 0.901 -0.32 0.25 0.47
S 1.875 5.829 0.832 0.15 -0.54 0.29
O 1.119 7.051 0.455 -0.04 0.03 -0.26
C 2.038 4.765 -0.606 -0.39 0.05 -0.37
H 3.630 6.986 1.777 0.19 0.06 -0.07
H 3.835 6.921 0.012 0.09 -0.16 -0.08
H 4.253 5.485 1.073 0.04 -0.04 -0.19
H 1.074 4.313 -0.845 -0.11 0.22 0.09
H 2.706 3.924 -0.427 0.23 0.20 0.16
H 2.361 5.402 -1.432 0.09 -0.16 -0.05
```
Positions in Å, forces in eV/Å.

Mulliken atomic charge list, values in e, 6 entries:
1 As 1.929
2 F -0.316
3 F -0.442
4 F -0.496
5 F -0.434
6 F -0.433

=====

Computed, not measured: C21H29GaNO3S3Si2 as an isolated structure, with the ωB97M-V functional and the def2-TZVPD basis.

- multiplicity = 1
- energy relative to the best compared isomer or geometry (same formula, charge and spin) (kJ/mol) = 177.2
- charge = -1
- HOMO energy (eV) = -3.8

XYZ file:
```
60
Properties=species:S:1:pos:R:3:forces:R:3
Ga 9.777 12.951 7.956 -0.18 0.05 -0.34
O 11.765 16.553 8.007 -0.07 -1.35 -0.23
C 10.793 15.833 7.852 -0.07 1.11 -0.04
O 10.788 14.572 7.452 0.08 -0.89 0.53
C 9.463 16.561 7.988 -0.78 -0.14 -0.15
C 9.473 17.960 8.000 0.33 0.02 0.03
C 8.321 18.722 8.044 -0.25 0.11 -0.32
C 7.091 18.079 8.018 -0.55 -0.60 0.29
C 7.026 16.681 8.049 0.62 1.20 -0.12
C 8.208 15.938 8.024 0.30 -0.10 -0.02
S 7.922 14.212 8.047 -0.29 -0.44 0.32
H 10.423 18.467 7.942 0.20 -0.13 0.10
H 8.378 19.815 8.031 0.01 -0.43 0.02
H 6.156 18.640 8.000 0.27 -0.04 0.05
H 6.082 16.166 8.077 -0.22 -0.07 -0.03
C 8.981 10.641 11.055 -0.20 -0.10 0.09
Si 7.662 10.731 9.693 -0.42 0.25 0.45
C 6.518 9.188 9.794 0.66 -0.34 -0.15
C 6.518 12.194 10.156 -0.11 -0.66 0.38
C 8.559 10.846 8.023 0.52 1.98 -0.38
C 9.675 9.893 8.020 0.81 -2.20 0.09
C 9.458 8.463 8.093 0.04 1.63 -0.25
C 10.544 7.615 8.123 0.63 0.16 0.22
C 11.843 8.153 8.168 -1.07 0.05 -0.13
C 11.973 9.530 8.046 0.57 -0.49 -0.12
N 10.937 10.339 7.962 -1.40 1.03 -0.09
Si 7.679 10.860 6.327 -0.66 -0.09 0.14
C 6.599 9.279 6.175 0.56 -0.25 -0.34
C 6.446 12.257 5.964 -0.23 0.16 -0.03
C 8.925 10.848 4.917 0.51 -1.13 -0.04
H 8.473 10.422 12.025 0.42 0.21 -0.58
H 9.494 11.626 11.130 -0.21 -0.67 0.04
H 9.727 9.844 10.862 -0.31 0.50 0.14
H 5.923 9.326 10.709 -0.08 -0.11 -0.34
H 7.102 8.243 9.926 -0.39 0.70 -0.10
H 5.873 9.053 8.900 0.26 0.19 0.70
H 5.971 11.946 11.095 0.48 0.02 -0.43
H 5.743 12.353 9.410 -0.04 0.10 -0.24
H 7.051 13.134 10.290 -0.05 -0.13 0.06
H 8.447 8.081 8.114 0.05 -0.04 -0.04
H 10.370 6.540 8.116 0.14 0.15 0.15
H 12.707 7.534 8.300 0.31 -0.21 -0.15
H 12.952 10.007 7.967 -0.08 -0.01 0.23
H 5.684 9.372 6.771 0.20 -0.06 -0.01
H 7.157 8.354 6.469 -0.59 0.70 -0.27
H 6.278 9.173 5.117 0.22 0.00 0.50
H 5.654 12.425 6.734 0.77 -0.04 -0.38
H 5.903 11.909 5.065 0.23 0.13 0.16
H 6.956 13.216 5.725 -0.51 -0.68 0.21
H 9.651 9.989 5.065 -0.67 0.96 -0.19
H 9.500 11.763 4.750 -0.03 -0.04 0.23
H 8.375 10.645 3.982 0.14 0.04 0.28
C 17.052 13.136 8.186 -0.81 0.15 0.13
O 15.643 13.502 8.252 0.34 -1.51 0.21
C 14.720 12.442 8.215 0.96 0.96 0.15
S 15.218 10.884 7.917 0.70 -0.64 -0.24
S 13.179 12.944 8.510 -0.91 0.70 0.25
H 17.564 14.097 8.273 0.04 -0.16 0.07
H 17.247 12.692 7.206 0.18 -0.09 0.25
H 17.354 12.432 9.003 -0.35 0.57 -0.70
```
Positions in Å, forces in eV/Å.

Mulliken atomic charge list, values in e, 6 entries:
1 Ga 1.131
2 O -0.620
3 C 0.275
4 O -0.296
5 C 0.117
6 C -0.540

=====

Computed, not measured: one molecule with the formula C16H14F6N4O4S, with the ωB97M-V functional and the def2-TZVPD basis.

- multiplicity = 1
- energy relative to the best compared isomer or geometry (same formula, charge and spin) (kJ/mol) = 34.3
- HOMO energy (eV) = -8.9

XYZ file:
```
45
Properties=species:S:1:pos:R:3:forces:R:3
C -0.151 5.104 -1.787 0.21 0.11 0.32
H -0.351 6.158 -1.612 0.00 -0.06 -0.02
H -0.445 4.509 -0.920 0.05 0.06 -0.03
H 0.911 4.940 -1.979 -0.06 0.03 0.05
O -0.922 4.746 -2.920 -0.23 0.03 -0.28
C -0.816 3.475 -3.326 0.01 -0.66 -0.22
N -0.031 2.645 -2.669 -0.21 1.29 0.21
N 0.092 1.401 -3.050 -0.12 -0.78 -0.61
C -0.567 0.947 -4.099 -0.29 1.26 0.27
C -1.436 1.770 -4.851 0.20 0.03 0.30
C -1.565 3.071 -4.454 0.25 -0.12 0.28
H -2.199 3.781 -4.960 -0.07 0.04 -0.07
H -1.969 1.373 -5.702 -0.07 0.01 -0.10
N -0.382 -0.380 -4.393 0.66 -0.89 0.14
S 1.062 -1.154 -3.936 -0.41 0.03 -0.27
O 0.928 -2.467 -4.491 -0.27 -0.10 0.15
O 2.182 -0.359 -4.328 -0.05 0.16 0.37
C 0.914 -1.212 -2.163 0.13 -0.12 -0.58
C 0.015 -2.092 -1.598 0.10 0.03 -0.02
C -0.135 -2.132 -0.222 -0.12 -0.08 0.04
C 0.629 -1.280 0.572 -0.06 -0.09 -0.26
C 1.542 -0.402 -0.017 -0.04 -0.11 -0.15
C 1.683 -0.366 -1.389 0.12 -0.03 0.16
H 2.363 0.310 -1.877 0.09 0.14 0.03
H 2.130 0.258 0.604 0.08 0.09 0.06
N 0.543 -1.257 1.974 0.46 0.33 -0.39
C -0.335 -1.923 2.756 0.08 0.18 0.90
O -1.186 -2.685 2.383 -0.15 -0.15 -0.30
C -0.135 -1.632 4.285 -0.28 -0.11 -0.03
C 1.271 -2.005 4.771 -0.04 0.03 0.04
H 1.463 -3.053 4.552 0.01 0.00 -0.02
H 1.345 -1.854 5.847 0.02 0.01 -0.05
H 2.031 -1.399 4.286 0.01 -0.01 -0.01
C -1.156 -2.494 5.058 -0.13 -0.19 0.09
F -1.011 -2.347 6.384 0.16 0.13 0.23
F -0.973 -3.791 4.813 0.18 -0.22 -0.14
F -2.420 -2.193 4.778 -0.17 0.18 -0.12
C -0.422 -0.150 4.568 -0.01 0.27 0.02
F -0.486 0.133 5.868 0.00 -0.11 0.21
F 0.561 0.630 4.070 0.36 0.06 -0.17
F -1.552 0.277 4.007 -0.22 -0.13 -0.14
H 1.184 -0.601 2.399 -0.24 -0.18 0.15
H -0.838 -2.809 0.233 0.02 0.00 -0.02
H -0.555 -2.746 -2.238 -0.13 -0.12 -0.01
H -0.812 -0.742 -5.229 0.15 -0.23 -0.04
```
Positions in Å, forces in eV/Å.

Mulliken atomic charge list, values in e, 6 entries:
1 C -0.646
2 H 0.241
3 H 0.289
4 H 0.300
5 O -0.408
6 C 0.541

=====

Computed, not measured: a 8-piece molecular cluster, C20H34N6O6 overall, with the ωB97M-V functional and the def2-TZVPD basis.

- multiplicity = 1
- energy relative to the best compared isomer or geometry (same formula, charge and spin) (kJ/mol) = 299.3
- HOMO energy (eV) = -10.7

XYZ file:
```
66
Properties=species:S:1:pos:R:3:forces:R:3
C -0.182 -1.678 3.639 0.70 0.06 0.22
C -0.828 -2.166 2.400 -1.13 -0.02 0.66
O -1.560 -3.365 2.709 -0.85 -1.61 -1.89
C -2.075 -3.921 1.566 0.78 1.17 -0.53
O -2.061 -3.383 0.451 -0.03 -0.99 2.02
O -2.553 -5.144 1.809 0.47 1.46 0.32
C -3.174 -5.742 0.695 -0.70 -1.44 -0.03
H 0.354 -0.803 3.284 0.28 0.32 0.42
H 0.542 -2.395 4.052 -0.26 0.22 -0.08
H -0.914 -1.386 4.390 0.07 -0.02 0.04
H -0.131 -2.388 1.619 0.37 0.10 -0.52
H -1.582 -1.448 2.101 0.19 0.31 -0.54
H -3.829 -5.095 0.135 -0.03 0.60 -0.01
H -3.809 -6.501 1.175 0.36 -0.10 -0.55
H -2.442 -6.174 -0.001 -0.16 0.03 0.34
C 3.480 3.563 0.137 0.02 -0.51 -0.85
C 2.374 2.823 0.806 -1.37 0.78 1.55
O 2.872 1.996 1.902 0.04 -0.38 -0.68
C 3.165 2.619 3.031 -1.09 2.45 -0.61
O 2.965 3.807 3.244 0.31 -0.71 -0.16
O 3.626 1.785 3.909 0.63 -1.57 1.20
C 3.897 2.319 5.216 -0.79 1.04 -0.09
H 4.184 3.928 0.865 0.27 0.23 0.17
H 3.133 4.393 -0.486 -0.11 -0.12 0.22
H 3.939 2.826 -0.514 0.62 0.16 -0.16
H 1.776 2.185 0.185 0.36 -0.76 -0.44
H 1.602 3.490 1.215 0.46 0.14 0.24
H 4.503 3.223 5.098 0.26 -0.45 0.28
H 4.291 1.539 5.848 0.55 -0.21 -0.31
H 2.975 2.654 5.710 -0.03 -0.08 -0.38
C 0.155 2.099 3.574 -1.06 0.60 0.31
C -1.066 2.052 4.418 -0.82 -0.37 1.00
N -1.979 2.034 5.142 1.57 0.03 -1.41
H 0.353 3.151 3.417 0.39 0.33 0.11
H -0.006 1.701 2.585 -0.21 -0.50 -0.21
H 0.999 1.622 4.050 0.03 -0.15 0.20
C -1.270 -0.652 -1.737 -0.05 -1.49 -0.60
C -0.713 0.070 -0.617 -0.11 0.21 -0.18
N -0.341 0.623 0.314 0.18 0.18 0.21
H -0.528 -0.948 -2.505 -0.10 0.56 0.48
H -2.111 -0.152 -2.227 0.19 0.10 0.29
H -1.623 -1.620 -1.332 -0.14 0.42 -0.09
C 2.770 0.940 -3.334 -1.33 -0.41 -1.18
C 3.030 0.327 -2.064 0.17 1.04 -0.10
N 3.234 -0.084 -1.022 0.14 -0.69 1.00
H 3.635 0.961 -3.974 0.42 -0.11 -0.13
H 2.318 1.935 -3.336 0.23 -0.07 0.62
H 2.022 0.276 -3.798 0.35 0.24 -0.23
C 1.175 -3.599 -1.823 -0.42 0.89 -0.96
C 1.648 -2.804 -3.001 -0.75 -1.64 2.57
N 2.061 -2.219 -3.878 0.51 1.10 -1.63
H 1.261 -4.654 -2.078 0.06 0.03 0.23
H 0.112 -3.347 -1.655 0.49 -0.25 0.03
H 1.747 -3.324 -0.935 0.04 -0.12 -0.18
C -1.957 -0.492 -5.291 0.20 0.38 -1.21
C -2.141 -0.529 -6.778 0.44 -0.53 -0.22
N -2.222 -0.588 -7.932 -0.04 0.18 1.37
H -2.893 -0.713 -4.810 -0.35 0.10 0.27
H -1.615 0.512 -5.051 -0.24 0.12 0.22
H -1.188 -1.168 -4.922 0.00 -0.26 -0.44
C -5.098 3.278 -2.493 0.35 0.69 -0.89
C -4.557 1.961 -2.758 0.78 -2.30 -0.38
N -4.125 0.898 -2.959 -0.75 2.00 0.34
H -5.956 3.222 -1.837 -0.05 0.08 0.15
H -5.370 3.762 -3.450 -0.13 -0.38 0.42
H -4.299 3.906 -2.095 -0.19 -0.08 0.35
```
Positions in Å, forces in eV/Å.

Mulliken atomic charge list, values in e, 6 entries:
1 C -1.166
2 C 0.145
3 O -0.318
4 C 0.697
5 O -0.589
6 O -0.337

=====

Computed, not measured: an isolated ion of composition C10H14N3O and charge +1, with the ωB97M-V functional and the def2-TZVPD basis.

- multiplicity = 3
- energy relative to the best compared isomer or geometry (same formula, charge and spin) (kJ/mol) = 392.3
- charge = +1
- HOMO energy (spin up / spin down) (eV) = -9.7 / -13.2

XYZ file:
```
28
Properties=species:S:1:pos:R:3:forces:R:3
C -3.146 0.151 0.701 -0.15 2.79 0.37
C -2.647 -1.046 0.161 0.14 -1.36 -0.17
C -2.555 1.375 0.431 -0.79 -1.96 -0.94
C -1.692 -0.941 -1.059 -1.00 -1.18 -3.26
C -1.812 1.502 -0.799 0.87 -0.22 0.16
C 1.528 -1.376 0.018 3.37 -3.43 -2.59
C 1.566 0.767 0.960 -0.23 -1.85 1.48
C 2.934 -1.036 -0.704 -2.35 1.36 -2.40
C 2.857 0.933 0.435 -0.16 3.21 0.49
C -1.466 0.404 -1.523 0.10 0.22 0.12
N -1.224 -1.353 0.240 1.07 -0.98 1.01
N -0.359 -0.572 0.964 0.43 0.13 -3.37
N 0.795 -0.192 0.171 -2.90 -0.13 2.33
O 3.499 0.205 -0.370 2.36 -2.94 -1.18
H -4.095 0.241 1.242 0.62 -0.74 0.16
H -3.261 -1.926 0.257 0.06 -0.25 -0.10
H -3.035 2.108 1.008 0.06 1.77 0.14
H -1.765 -1.766 -1.899 0.45 1.52 2.10
H -1.472 2.400 -1.307 -0.58 0.50 0.77
H -0.801 0.295 1.115 -1.13 1.87 1.51
H 1.018 -2.131 -0.740 0.88 1.49 1.95
H 1.718 -1.831 1.033 -0.31 0.18 -1.03
H 1.800 0.187 1.878 -1.04 0.38 0.71
H 1.109 1.720 1.162 -0.58 0.15 0.08
H 3.743 -1.737 -0.705 -0.13 -0.93 0.32
H 2.683 -0.734 -1.768 -0.11 -1.56 0.64
H -1.048 0.621 -2.497 -0.01 -0.54 -0.07
H 3.372 1.789 0.624 1.07 2.50 0.74
```
Positions in Å, forces in eV/Å.

Mulliken atomic charge list, values in e, 6 entries:
1 C -0.042
2 C -0.450
3 C -1.293
4 C 0.167
5 C -0.178
6 C -0.436

=====

Calculated total energy
In order: -10398.005; -167469.899; -130520.474; -58109.841; -42515.140; -17099.249
Unit: eV